ORCA calculation (wB97M-V/def2-TZVPD) on 11 unconnected molecules or ions with the total composition C44H109N7O19 in a non-equilibrium geometry.

XYZ file:
```
179
Properties=species:S:1:pos:R:3:forces:R:3:lowdin_charge:R:1
C 7.081 -2.075 -1.877 1.682 1.123 0.055 -0.080
C 5.687 -1.660 -2.330 1.446 0.890 0.377 -0.445
C 5.709 -0.943 -3.680 0.850 0.878 -1.008 -0.172
O 6.479 0.285 -3.670 -0.291 -0.108 0.138 -0.207
C 6.964 0.650 -4.966 0.203 -0.435 0.464 -0.116
N 4.907 -2.850 -2.336 -0.887 -0.608 -0.359 0.067
H 7.678 -2.668 -2.570 -0.653 -0.739 -0.324 0.075
H 7.182 -2.492 -0.875 -0.665 -0.356 -0.086 0.076
H 7.775 -1.236 -1.830 -0.332 0.698 0.065 0.064
H 5.338 -0.953 -1.577 -0.371 0.053 0.095 0.131
H 4.741 -0.698 -4.117 -0.623 -0.080 0.530 0.112
H 6.129 -1.599 -4.442 0.418 -0.448 -0.012 0.116
H 7.779 -0.037 -5.194 0.004 -0.211 -0.481 0.079
H 7.401 1.649 -4.986 -0.222 0.092 0.593 0.081
H 6.196 0.650 -5.739 -0.186 -0.244 0.046 0.077
H 5.458 -3.552 -2.808 -0.013 -0.378 -0.033 0.072
H 4.096 -2.712 -2.921 -0.393 -0.039 -0.029 0.031
C -5.777 -6.787 2.119 0.364 0.225 0.173 -0.068
C -5.483 -5.487 1.368 -0.336 0.064 -0.737 -0.434
C -5.458 -4.243 2.292 -0.700 -0.207 0.324 -0.162
O -5.298 -2.958 1.680 -0.883 -0.644 -0.216 -0.241
C -5.425 -1.890 2.586 -0.109 0.336 0.676 -0.113
N -4.204 -5.644 0.657 -0.810 0.332 0.688 0.054
H -4.836 -6.919 2.652 -0.131 -0.813 0.350 0.072
H -5.968 -7.604 1.423 0.535 0.083 -0.181 0.076
H -6.612 -6.868 2.814 -0.019 0.738 0.144 0.070
H -6.170 -5.414 0.525 -0.628 0.595 0.318 0.125
H -4.626 -4.364 2.984 0.096 -0.243 0.366 0.130
H -6.397 -4.188 2.844 -0.111 -0.198 0.316 0.119
H -6.222 -1.963 3.327 -0.430 -0.753 -0.071 0.085
H -5.694 -0.968 2.071 0.561 -0.052 -0.384 0.086
H -4.530 -1.791 3.201 0.322 0.268 -0.181 0.091
H -4.098 -4.684 0.362 1.062 -0.094 -1.048 0.008
H -3.510 -5.709 1.388 0.650 -0.290 0.138 0.060
C 0.096 5.956 -1.175 0.743 -1.020 0.348 -0.073
C 0.789 5.039 -0.134 -0.105 0.264 -0.073 -0.423
C 1.778 5.837 0.732 0.197 -2.107 -0.018 -0.187
O 2.397 4.830 1.540 1.240 0.155 0.217 -0.226
C 3.387 5.349 2.437 -1.465 0.575 -0.078 -0.108
N -0.105 4.363 0.760 -1.385 0.592 0.744 0.042
H -0.603 5.395 -1.794 -0.322 0.011 0.294 0.056
H 0.862 6.264 -1.887 0.062 0.433 0.083 0.063
H -0.376 6.802 -0.674 -0.093 0.001 -0.187 0.070
H 1.336 4.222 -0.603 0.691 0.505 -0.763 0.121
H 1.316 6.491 1.471 -0.240 0.782 -0.613 0.119
H 2.524 6.242 0.048 0.037 0.737 0.235 0.122
H 2.937 6.153 3.020 -0.492 -0.092 0.628 0.070
H 4.175 5.939 1.969 0.609 -0.842 -0.568 0.075
H 3.669 4.536 3.106 0.402 0.190 -0.307 0.089
H 0.376 4.037 1.586 0.263 -0.550 -0.404 0.058
H -0.701 3.651 0.362 0.251 -0.083 -0.087 0.073
C -1.385 3.256 3.747 -0.971 0.115 0.494 -0.045
C -1.950 4.652 3.597 1.173 1.220 0.894 -0.421
C -2.740 5.181 4.843 1.207 -0.659 -3.361 -0.184
O -3.861 4.343 4.860 -0.060 -0.143 0.587 -0.222
C -5.038 5.052 5.040 -0.903 -0.009 1.011 -0.140
N -0.773 5.496 3.376 0.801 0.274 -0.234 0.022
H -0.668 3.277 4.568 0.128 -0.116 -0.090 0.084
H -0.916 2.898 2.831 -0.137 -0.115 0.129 0.060
H -2.233 2.637 4.042 0.199 -0.557 -0.153 0.068
H -2.629 4.738 2.749 -0.349 -0.301 -0.064 0.128
H -2.986 6.155 4.420 -0.350 0.524 0.836 0.115
H -2.133 5.244 5.747 -0.270 -0.198 0.202 0.131
H -5.774 4.378 5.479 0.019 0.008 0.407 0.088
H -5.547 5.407 4.144 0.490 0.290 -0.571 0.076
H -4.809 5.888 5.701 -0.614 0.174 0.117 0.089
H -0.875 6.484 3.189 -1.037 0.469 0.652 0.060
H -0.475 5.244 2.445 0.333 -0.372 -0.143 0.001
C 1.545 -1.188 -3.387 1.199 0.905 1.397 -0.053
C 0.881 -2.437 -3.866 1.039 1.963 -2.676 -0.496
C 1.847 -3.530 -4.339 1.269 1.660 -0.955 -0.142
O 2.779 -2.924 -5.302 -0.429 -0.097 0.066 -0.238
C 3.512 -3.828 -6.143 -0.580 0.831 0.932 -0.118
N 0.083 -2.973 -2.883 -1.729 -2.623 2.441 0.063
H 2.159 -0.531 -4.003 -0.503 -0.383 -0.966 0.067
H 2.277 -1.424 -2.615 -0.050 -0.308 0.546 0.065
H 0.809 -0.547 -2.901 -0.113 -0.035 -0.145 0.068
H 0.225 -2.087 -4.663 0.298 -0.262 -1.071 0.131
H 1.254 -4.336 -4.772 0.303 -0.338 -0.113 0.119
H 2.496 -3.826 -3.516 -0.511 -0.613 0.328 0.107
H 4.280 -4.352 -5.574 -0.398 -0.820 0.275 0.072
H 4.142 -3.267 -6.834 -0.596 0.414 -0.271 0.073
H 2.745 -4.416 -6.646 0.626 -0.608 -0.264 0.083
H -0.302 -3.811 -3.295 -0.067 -0.728 0.312 0.087
H -0.782 -2.514 -2.637 0.541 1.010 0.043 0.054
C -3.454 -3.017 -2.710 -1.301 -0.398 0.441 -0.069
C -4.090 -2.487 -1.425 0.430 1.195 -0.609 -0.347
C -5.714 -2.671 -1.464 0.593 0.077 0.407 -0.136
O -6.348 -2.060 -2.563 1.239 1.962 -0.049 -0.226
C -7.298 -2.681 -3.343 0.554 -1.189 -0.531 -0.150
N -3.351 -2.929 -0.241 -0.787 -1.572 0.791 0.030
H -3.443 -4.106 -2.669 0.341 -0.118 -0.075 0.081
H -2.460 -2.594 -2.860 -0.417 -0.133 -0.164 0.043
H -4.159 -2.728 -3.489 0.447 0.132 -0.493 0.067
H -3.729 -1.459 -1.393 -1.544 0.913 -0.799 0.117
H -6.226 -2.207 -0.622 0.623 -0.225 0.628 0.107
H -6.024 -3.715 -1.512 0.554 -0.482 0.425 0.109
H -6.780 -3.107 -4.202 -0.173 0.086 -0.644 0.077
H -8.044 -1.955 -3.665 -0.033 -0.118 0.120 0.087
H -7.739 -3.566 -2.884 -0.463 0.122 0.497 0.080
H -2.643 -2.285 0.084 0.345 0.141 -0.990 0.022
H -3.989 -2.921 0.541 -0.138 -0.033 0.056 0.018
C -7.424 2.648 2.671 0.877 -0.403 0.995 -0.072
C -5.989 2.482 2.155 0.508 1.225 -2.276 -0.423
C -5.443 3.699 1.284 -1.139 -1.853 -0.973 -0.172
O -4.200 3.293 0.681 -0.797 -0.546 1.724 -0.218
C -3.755 4.105 -0.340 -0.166 0.114 -1.376 -0.178
N -4.966 2.241 3.142 -0.807 -0.506 0.660 0.073
H -7.746 1.680 3.055 0.186 -0.120 0.305 0.064
H -8.224 2.885 1.970 0.516 0.611 -0.261 0.072
H -7.343 3.316 3.529 -0.678 0.300 -0.012 0.062
H -6.058 1.660 1.443 0.443 -0.237 -0.096 0.118
H -5.370 4.645 1.822 0.213 0.066 0.233 0.111
H -6.192 3.779 0.497 -0.052 0.588 -0.385 0.111
H -3.893 5.161 -0.107 0.582 0.207 0.050 0.084
H -4.277 3.922 -1.280 -0.801 0.018 -0.118 0.069
H -2.761 3.792 -0.658 0.406 0.435 0.724 0.066
H -4.819 3.157 3.541 0.452 -0.163 0.620 0.028
H -4.116 2.068 2.624 0.220 -0.024 -0.035 0.034
C 1.650 -3.603 -0.015 0.166 -0.008 -1.165 -0.063
C 0.234 -3.827 0.549 1.688 1.699 0.101 -0.190
O 0.046 -5.146 1.096 -0.017 0.378 0.192 0.051
C -0.035 -5.269 2.414 -1.081 1.554 2.226 -0.509
O -0.102 -4.365 3.298 0.514 -3.280 -2.959 0.053
O -0.174 -6.617 2.636 0.544 0.841 -0.562 -0.025
C -0.271 -7.064 3.964 -0.657 0.370 1.126 -0.084
H 1.912 -4.064 -0.967 -0.557 -1.083 0.076 0.050
H 2.529 -3.771 0.607 -0.399 0.103 0.560 0.075
H 1.697 -2.604 -0.450 -0.191 0.546 0.791 0.042
H -0.486 -3.495 -0.199 -0.251 -1.147 -0.067 0.088
H 0.121 -3.061 1.316 -0.146 -0.449 0.407 0.101
H 0.646 -6.934 4.538 0.106 0.113 -0.181 0.094
H -0.569 -8.111 4.013 0.246 -0.015 -0.629 0.089
H -1.073 -6.524 4.466 0.097 0.208 0.172 0.088
C 3.811 -0.019 5.067 1.081 0.314 -0.370 -0.078
C 3.775 -0.982 3.891 -2.033 1.797 0.419 -0.251
O 5.051 -1.271 3.398 1.787 -0.373 -0.591 0.018
C 5.728 -0.366 2.611 -2.156 1.018 0.093 -0.527
O 5.214 0.661 2.169 1.573 -1.839 0.726 0.098
O 6.959 -0.842 2.442 -0.407 -0.423 0.671 -0.011
C 8.000 -0.060 1.856 -0.554 0.342 -0.016 -0.043
H 4.517 -0.434 5.786 -0.177 0.121 0.374 0.077
H 2.832 0.167 5.510 0.045 -0.213 -0.066 0.079
H 4.221 0.924 4.705 -0.053 0.196 0.215 0.068
H 3.164 -0.504 3.125 0.030 -0.224 -0.323 0.109
H 3.199 -1.818 4.286 0.819 -0.868 -0.752 0.124
H 8.919 -0.627 2.003 -0.224 -0.101 -0.295 0.091
H 8.113 0.885 2.387 -0.179 0.103 -0.125 0.092
H 7.735 0.102 0.811 0.420 0.135 -0.023 0.090
C 6.352 3.568 -2.407 0.239 -0.267 1.097 -0.070
C 4.910 3.042 -2.575 0.534 0.749 0.518 -0.192
O 4.724 2.902 -3.969 1.340 -0.387 -0.583 0.011
C 3.588 2.468 -4.450 -0.225 0.627 -1.651 -0.609
O 2.521 2.642 -3.943 -0.841 -0.822 0.166 0.116
O 3.861 2.001 -5.710 0.387 0.100 0.914 -0.045
C 2.848 1.448 -6.546 -0.097 0.189 0.218 -0.076
H 7.128 2.830 -2.605 -0.326 -0.229 -0.684 0.060
H 6.608 3.800 -1.374 -0.653 -0.014 0.435 0.063
H 6.607 4.506 -2.901 -0.504 -0.184 -0.548 0.072
H 4.159 3.716 -2.162 0.081 0.330 -0.096 0.115
H 4.710 2.090 -2.084 0.478 -0.147 -0.040 0.108
H 1.929 2.026 -6.445 -0.112 -0.276 0.015 0.089
H 2.728 0.389 -6.320 -0.330 0.041 0.176 0.081
H 3.222 1.511 -7.568 0.034 0.195 0.095 0.082
C 2.580 1.097 -0.048 0.091 0.850 0.108 -0.041
C 1.257 0.584 -0.541 1.059 0.537 -0.086 -0.207
O 0.254 0.875 0.443 1.768 -0.151 -1.158 0.062
C -0.733 0.036 0.481 -0.523 -1.697 0.541 -0.630
O -0.850 -1.111 0.064 0.565 1.248 -0.403 0.081
O -1.600 0.637 1.231 -3.170 -0.476 1.511 0.031
C -2.858 -0.089 1.450 -0.224 1.153 -0.011 -0.004
H 3.379 0.773 -0.714 0.083 -0.418 0.239 0.065
H 2.755 0.856 1.001 0.282 -0.234 -0.187 0.071
H 2.595 2.183 -0.143 -0.028 0.184 0.297 0.065
H 1.361 -0.481 -0.749 -0.682 0.174 -0.007 0.086
H 1.013 1.209 -1.401 -0.288 -0.600 -0.427 0.123
H -2.802 -1.177 1.408 0.432 0.504 0.154 0.070
H -3.563 0.300 0.715 0.033 -0.300 -0.371 0.100
H -3.290 0.239 2.396 0.583 -0.118 0.207 0.072
```
Forces are in eV/Å.

Results
HOMO (alpha / beta), eV: 0.860 / -6.650
Electronic energy, eV: -96719.628
HOMO-LUMO gap (alpha / beta), eV: 1.29 / 8.84
Multiplicity: 2
Charge: -1